1:
C4H14N | ωB97M-V/def2-TZVPD

```
! wB97M-V def2-TZVPD RIJCOSX def2/J DEFGRID3
* xyz 1 1
C 2.07 -0.14 1.28
C 0.80 -0.84 1.75
N 1.58 0.88 0.27
H 2.76 0.39 2.06
H 2.83 -0.93 0.86
H 0.88 -0.98 2.87
H 0.89 -1.88 1.38
H 0.77 1.48 0.57
H 2.28 1.48 0.04
H 1.24 0.36 -0.60
H -0.07 -0.35 1.47
C -2.21 0.59 -0.99
C -1.84 -0.46 -2.03
H -2.24 1.69 -1.27
H -3.08 0.15 -0.36
H -1.31 0.78 -0.17
H -2.69 -1.27 -2.22
H -1.62 0.09 -2.97
H -1.03 -1.04 -1.94
*
```

HOMO-LUMO gap in eV: 10.79

=====

2:
C4H14N | ωB97M-V/def2-TZVPD

```
! wB97M-V def2-TZVPD RIJCOSX def2/J DEFGRID3
* xyz 1 1
C 0.87 0.21 1.56
C -0.41 -0.35 2.11
N 1.28 -0.58 0.33
H 0.72 1.31 1.05
H 1.59 0.26 2.33
H -0.33 -1.32 2.63
H -1.21 -0.36 1.41
H 0.86 -1.52 0.40
H 1.12 -0.25 -0.56
H 2.33 -0.78 0.42
H -0.60 0.37 3.03
C -1.37 -0.12 -1.77
C -0.43 0.86 -2.13
H -1.91 0.23 -0.86
H -2.27 -0.16 -2.33
H -0.95 -1.11 -1.78
H 0.48 0.44 -2.58
H -0.11 1.51 -1.34
H -0.55 1.84 -2.72
*
```

HOMO-LUMO gap in eV: 10.93

=====

Most stable of them? 2.